1.
DFT (the ωB97M-V functional and the def2-TZVPD basis) results for C5H7NO2 as an isolated structure.

Values from the calculation:
Charge   0
Orbital gap   8.46 eV
HOMO   -8.517 eV
2S+1   1

Atoms and positions in Å:
C 0.22656 -0.72937 -1.76109
C 0.96762 -0.32544 1.19168
C 0.15036 0.61925 -1.09414
C -0.03397 0.64192 0.40900
N -0.34859 -1.04358 1.36290
C -0.67296 1.69585 0.95274
O 1.98004 -0.87298 0.88453
O 0.24988 1.65539 -1.70126
H -1.08474 -0.70418 1.96449
H -0.38753 -2.05401 1.24114
H 1.09643 -1.28025 -1.40423
H -0.67242 -1.31061 -1.54882
H 0.32425 -0.59764 -2.83317
H -0.82433 1.78900 2.01772
H -0.97061 2.51663 0.31849

=====

2.
DFT (the ωB97M-V functional and the def2-TZVPD basis) results for a 2-piece molecular cluster, C3H9NO overall.

Values from the calculation:
Charge   0
Orbital gap   11.06 eV
HOMO   -10.131 eV
2S+1   1

Atoms and positions in Å:
C 0.18400 1.01075 1.67950
N -0.21936 0.55888 0.57074
C 0.66087 -0.40612 -0.10362
C 1.14497 0.09992 -1.44192
H 0.77301 0.47373 2.43204
H -0.47086 1.76559 2.11602
H 1.53653 -0.65371 0.51708
H 0.11340 -1.35091 -0.07281
H 0.80223 -0.47031 -2.30834
H 0.80525 1.13250 -1.54778
H 2.20778 0.17623 -1.58754
O -2.78641 -0.74836 0.16272
H -1.91572 -0.32932 0.23528
H -2.83569 -1.25888 -0.65137

=====

3.
DFT (the ωB97M-V functional and the def2-TZVPD basis) results for one molecule with the formula C19H24N4O5.

Values from the calculation:
Charge   0
Orbital gap   9.26 eV
HOMO   -8.601 eV
2S+1   1

Atoms and positions in Å:
C -4.26925 -0.76315 -0.01136
C -3.06518 -1.57932 -0.47673
C -2.75123 -2.69859 0.51295
C -1.87903 -0.63048 -0.72387
N -0.64258 -1.34504 -1.00888
C 0.22918 -0.79728 -1.91243
O -0.14957 -0.12964 -2.85574
N 1.57016 -1.05827 -1.70480
C 2.50235 -0.19589 -2.40797
C 2.85421 1.00230 -1.52684
O 2.93279 2.14164 -1.92301
N 3.06654 0.65762 -0.22977
C 2.85463 -0.61949 0.27619
C 3.35625 -1.00570 1.51168
C 3.09009 -2.27270 1.99777
C 2.33431 -3.16543 1.25516
C 1.82735 -2.79080 0.02191
C 2.07425 -1.51565 -0.46717
C -1.49978 0.24543 0.47144
O -1.44006 -0.23272 1.61189
N -1.05821 1.48271 0.23154
C -1.12112 2.24161 -1.01345
C -0.25707 3.46732 -0.73798
C -0.49889 3.72887 0.74615
C -0.56420 2.32298 1.33339
C 0.82412 1.83225 1.79985
O 1.82994 2.47179 1.64576
O 0.83213 0.65156 2.38983
H -5.14708 -1.39949 0.06410
H -4.07588 -0.33148 0.96786
H -4.48700 0.04034 -0.71221
H -3.29996 -2.03485 -1.44511
H -2.43801 -2.28793 1.46792
H -3.64107 -3.30344 0.67021
H -1.96651 -3.34477 0.12760
H -2.10515 -0.02016 -1.60055
H -0.24316 -1.80957 -0.20370
H 2.03252 0.15463 -3.32782
H 3.41104 -0.75809 -2.64572
H 3.30109 1.39803 0.42473
H 3.93142 -0.30050 2.09063
H 3.47489 -2.56506 2.96209
H 2.13663 -4.15588 1.63432
H 1.24856 -3.48303 -0.57161
H -0.75235 1.66702 -1.86184
H -2.16122 2.53378 -1.20215
H -0.53706 4.30960 -1.36533
H 0.79420 3.23853 -0.91368
H 0.30673 4.30152 1.19994
H -1.44485 4.24879 0.90003
H -1.24993 2.24029 2.18716
H -0.06998 0.21582 2.34757

=====

4.
DFT (the ωB97M-V functional and the def2-TZVPD basis) results for C5H6N2O as an isolated structure.

Values from the calculation:
Charge   0
Orbital gap   6.78 eV
HOMO   -7.941 eV
2S+1   1

Atoms and positions in Å:
C 0.91750 -1.07418 -0.27244
C -0.40788 -0.68942 -0.19841
C -1.85757 -0.64508 0.10517
C -0.42680 0.74303 -0.23155
C 1.00753 1.15744 -0.31112
H 2.61466 0.37976 1.74343
H 1.23796 -2.06164 -0.42227
H -2.31617 -1.00049 1.01304
H -2.44776 -0.94931 -0.93238
H -2.61953 1.41560 -0.00306
H 1.43850 2.06505 -0.75572
N 1.64765 0.06862 -0.47247
N -1.89326 0.66904 0.34177
O 3.10515 -0.07843 0.39600

=====

5.
DFT (the ωB97M-V functional and the def2-TZVPD basis) results for a 3-piece molecular cluster, C3H3Cl9 overall.

Values from the calculation:
Charge   0
Orbital gap   11.43 eV
HOMO   -11.059 eV
2S+1   1

Atoms and positions in Å:
Cl -1.09054 4.02123 1.28268
C -2.41826 2.85314 1.27615
Cl -3.48176 3.10186 -0.11082
Cl -3.31838 2.91151 2.78275
H -1.98632 1.86783 1.17622
Cl -0.14472 -3.23349 1.15200
C -0.11402 -1.50157 0.80137
Cl 0.99667 -0.66375 1.85769
Cl -1.73775 -0.81557 0.92631
H 0.20908 -1.38674 -0.22569
Cl 3.57984 -0.96740 -0.82184
C 2.69557 -1.44525 -2.26651
Cl 1.60684 -0.16162 -2.79354
Cl 1.79614 -2.94236 -1.97975
H 3.40761 -1.63780 -3.05701

=====

6.
DFT (the ωB97M-V functional and the def2-TZVPD basis) results for BrCuO2V as an isolated structure.

Values from the calculation:
Charge   +2
Orbital gap (spin up / spin down)   9.51 / 6.15 eV
⟨S²⟩   0.7540
HOMO (spin up / spin down)   -20.473 / -20.427 eV
2S+1   2

Atoms and positions in Å:
O -0.29564 1.97232 1.33611
V 0.68274 0.66894 1.33647
O -0.16004 -0.51240 1.85053
Cu -0.32488 -2.07633 -3.14449
Br 0.09781 -0.05255 -1.37860

=====

Ordered max |F| results: 6.41; 2.67; 0.78; 10.18; 0.30; 4.54; unit eV Å⁻¹.
Ordered energy above the lowest of the compared OMol25 structures with the same formula, charge and spin results: 78.5; 42.5; 0.0; 236.9; 1.5; 0.0; unit kcal/mol.